[1]
Density functional theory data (the ωB97M-V functional and the def2-TZVPD basis) for an isolated molecule of C19H29N3O4S.

Last column: Löwdin charge in e.
CARTESIAN COORDINATES (ANGSTROEM)
C  -2.60939  1.52572  3.19606  -0.06
O  -2.72508  1.09593  1.85831  -0.11
C  -2.18960  -0.09182  1.50393  -0.27
C  -1.36763  -0.87162  2.31605  0.00
C  -0.85378  -2.07045  1.85078  -0.04
C  -1.13636  -2.53716  0.57451  -0.28
C  -0.62027  -3.85640  0.08801  -0.05
C  -1.95473  -1.75442  -0.23241  -0.02
C  -2.46760  -0.55662  0.21684  -0.18
S  -3.57429  0.34037  -0.89312  0.69
O  -4.63571  0.92306  -0.13310  -0.26
O  -3.90785  -0.58344  -1.94125  -0.29
N  -2.73528  1.56955  -1.61403  -0.24
C  -2.39490  2.73960  -0.84742  -0.16
C  -0.96414  2.68878  -0.27603  -0.11
C  -0.13718  1.59807  -0.96428  -0.22
C  1.34966  1.82398  -0.70137  -0.41
O  1.77766  2.90977  -0.35350  0.06
N  2.18177  0.77987  -0.92267  -0.04
C  1.84928  -0.59241  -1.22190  -0.12
C  2.26821  -1.48952  -0.05437  -0.18
N  3.69082  -1.34915  0.18840  -0.23
C  4.15723  -2.26462  1.20557  -0.10
C  4.00643  0.03142  0.51010  -0.18
C  3.59845  0.93210  -0.65275  -0.12
C  -0.41699  1.65794  -2.46921  -0.10
C  -1.87723  1.26239  -2.73316  -0.17
H  -1.56930  1.74638  3.46018  0.10
H  -3.19779  2.43922  3.25806  0.10
H  -3.01550  0.78582  3.89147  0.10
H  -1.12741  -0.55222  3.31777  0.11
H  -0.22650  -2.65809  2.50594  0.12
H  -0.30934  -3.79064  -0.95222  0.08
H  -1.40874  -4.60610  0.15092  0.09
H  0.21799  -4.19455  0.69213  0.07
H  -2.23259  -2.07656  -1.22407  0.12
H  -3.13584  2.80037  -0.05118  0.11
H  -2.51248  3.61069  -1.50080  0.13
H  -0.98560  2.49946  0.79604  0.11
H  -0.46343  3.64602  -0.42859  0.12
H  -0.44028  0.62276  -0.57429  0.12
H  0.78717  -0.71971  -1.41697  0.11
H  2.41221  -0.89301  -2.11348  0.13
H  2.06111  -2.53083  -0.30802  0.12
H  1.66951  -1.22179  0.83680  0.12
H  5.23411  -2.15146  1.31762  0.08
H  3.94555  -3.28513  0.88961  0.08
H  3.68206  -2.09289  2.18435  0.09
H  5.08274  0.11368  0.67400  0.12
H  3.48611  0.36407  1.42668  0.13
H  3.78572  1.97951  -0.41488  0.12
H  4.16092  0.64810  -1.54762  0.13
H  -0.23607  2.67981  -2.80682  0.13
H  0.25138  0.99957  -3.02537  0.12
H  -1.97544  0.19108  -2.91319  0.11
H  -2.25176  1.78552  -3.62205  0.13

The HOMO energy comes out at -8.799 eV. Its relative energy (zero: lowest compared OMol25 entry of this formula, charge and spin) is 1.9001 eV. Its SMILES is COc1ccc(C)cc1S(=O)(=O)N1CCC(C(=O)N2CCN(C)CC2)CC1.

---

[2]
Density functional theory data (the ωB97M-V functional and the def2-TZVPD basis) for a 5-piece molecular cluster, C9H28O5 overall.

Last column: Löwdin charge in e.
CARTESIAN COORDINATES (ANGSTROEM)
C  -8.84511  -8.63567  -0.12677  -0.07
C  -7.81425  -8.52131  -1.23492  -0.49
C  -7.34554  -7.10942  -1.51422  -0.07
O  -6.67887  -9.25244  -0.80769  -0.06
H  -9.01152  -9.69297  0.07947  0.08
H  -9.80332  -8.42089  -0.59986  0.08
H  -8.61363  -8.15370  0.82308  0.08
H  -8.35324  -8.91095  -2.09850  0.13
H  -8.14850  -6.70361  -2.12959  0.08
H  -6.31237  -6.93483  -1.81453  0.08
H  -7.39575  -6.40223  -0.68630  0.07
H  -6.10683  -8.75307  -0.22032  0.09
C  -5.54873  -9.42513  5.52918  -0.05
C  -4.23820  -8.82737  5.00433  -0.58
C  -3.25979  -9.95887  4.89279  -0.06
O  -4.42405  -8.22418  3.81422  -0.03
H  -5.32874  -9.98421  6.43865  0.08
H  -5.94051  -10.03243  4.71322  0.09
H  -6.27510  -8.62360  5.66353  0.07
H  -3.82946  -7.99045  5.57054  0.14
H  -3.07909  -10.30306  5.91111  0.08
H  -2.31394  -9.57234  4.51323  0.09
H  -3.65601  -10.89693  4.50402  0.09
H  -5.00329  -7.48631  4.01827  0.10
C  -8.19337  -17.08116  4.76825  -0.03
C  -7.04443  -17.85083  5.57128  -0.50
C  -7.43797  -19.32354  5.79252  -0.07
O  -5.92099  -17.75864  4.76026  -0.05
H  -8.37876  -17.69726  3.88839  0.07
H  -7.82467  -16.07563  4.56562  0.07
H  -9.04684  -17.04545  5.44531  0.07
H  -6.83387  -17.54964  6.59746  0.12
H  -8.16018  -19.39163  6.60608  0.08
H  -6.62920  -19.98048  6.11255  0.07
H  -7.80760  -19.65829  4.82329  0.07
H  -5.16690  -18.22510  5.12817  0.09
O  0.19586  -14.24802  8.52646  -0.05
H  -0.54889  -14.33750  7.93183  0.03
H  0.96410  -14.37415  7.96956  0.03
O  -7.19364  -3.72335  4.65803  -0.06
H  -8.09856  -3.42698  4.75567  0.03
H  -6.73843  -3.35853  5.41692  0.03

The HOMO energy comes out at -9.827 eV. Its relative energy (zero: lowest compared OMol25 entry of this formula, charge and spin) is 2.0835 eV. Its SMILES is CC(C)O.CC(C)O.CC(C)O.O.O.

---

[3]
Density functional theory data (the ωB97M-V functional and the def2-TZVPD basis) for an isolated molecule of C4H4O.

Last column: Löwdin charge in e.
CARTESIAN COORDINATES (ANGSTROEM)
C  2.26378  -0.37976  0.11704  0.13
C  1.12707  -0.01352  -0.02333  -0.06
C  -0.21080  0.47347  -0.27038  -0.36
C  -1.41752  -0.29399  0.01196  -0.06
O  -1.06262  0.91638  0.75815  -0.06
H  3.27096  -0.69832  0.26464  0.03
H  -0.30183  1.19907  -1.07200  0.15
H  -1.40134  -0.87377  0.91627  0.12
H  -2.22612  -0.23929  -0.73158  0.12

The HOMO energy comes out at -10.032 eV. Its relative energy (zero: lowest compared OMol25 entry of this formula, charge and spin) is 3.1344 eV. Its SMILES is C#C[C@H]1CO1.